This record from OMol25 describes a cluster of 11 separate species, C28H54BrCl20INO2S in total. The level of theory is ωB97M-V/def2-TZVPD.

Each atom is followed by the atoms it is bonded to, with distances in Å.
Element x y z (Å)
1 C 2.664 -1.059 -1.149  C2 1.495, H15 1.089, H16 1.092, H17 1.095
2 C 2.083 -1.238 -2.515  C1 1.495, O3 1.186, N4 1.483
3 O 2.482 -0.751 -3.520  C2 1.186
4 N 0.926 -2.155 -2.653  C2 1.483, C5 1.478, S6 1.658
5 C 1.373 -3.467 -3.167  N4 1.478, H18 1.089, H19 1.090, H20 1.097
6 S -0.113 -2.061 -1.364  N4 1.658, C7 1.807, C11 1.800
7 C 0.058 -3.470 -0.245  S6 1.807, C8 1.518, H21 1.096, H22 1.094
8 C -1.063 -4.486 -0.126  C7 1.518, O9 1.176, I10 2.128
9 O -1.688 -4.594 0.864  C8 1.176
10 I -1.431 -5.796 -1.763  C8 2.128
11 C -1.705 -2.166 -2.196  S6 1.800, C12 1.532, H23 1.098, H24 1.093
12 C -2.926 -2.100 -1.273  C11 1.532, C13 1.539, Br14 1.938, H25 1.091
13 C -4.151 -1.661 -2.093  C12 1.539, H26 1.092, H27 1.093, H28 1.093
14 Br -2.568 -0.855 0.167  C12 1.938
15 H 1.973 -0.521 -0.502  C1 1.089
16 H 3.591 -0.494 -1.269  C1 1.092
17 H 2.917 -2.012 -0.674  C1 1.095
18 H 0.590 -4.216 -3.062  C5 1.089
19 H 1.625 -3.360 -4.223  C5 1.090
20 H 2.279 -3.804 -2.649  C5 1.097
21 H 0.130 -2.993 0.739  C7 1.096
22 H 1.007 -3.974 -0.452  C7 1.094
23 H -1.644 -1.257 -2.810  C11 1.098
24 H -1.750 -3.026 -2.869  C11 1.093
25 H -3.159 -3.061 -0.811  C12 1.091
26 H -5.042 -2.178 -1.729  C13 1.092
27 H -4.324 -0.586 -1.996  C13 1.093
28 H -4.027 -1.922 -3.148  C13 1.093
29 Cl 0.163 1.612 -1.362  C30 1.802
30 C -0.446 3.038 -0.444  Cl29 1.802, C31 1.503, H33 1.086, H34 1.087
31 C -0.140 2.929 1.024  C30 1.503, Cl32 1.790, H35 1.087, H36 1.087
32 Cl -1.079 1.604 1.777  C31 1.790
33 H -1.510 3.110 -0.648  C30 1.086
34 H 0.051 3.907 -0.869  C30 1.087
35 H -0.410 3.849 1.537  C31 1.087
36 H 0.910 2.723 1.211  C31 1.087
37 Cl 3.186 2.948 3.208  C38 1.779
38 C 4.196 1.485 3.241  Cl37 1.779, C39 1.505, H41 1.087, H42 1.089
39 C 3.975 0.646 2.010  C38 1.505, Cl40 1.795, H43 1.090, H44 1.088
40 Cl 2.318 -0.043 1.976  C39 1.795
41 H 3.960 0.936 4.150  C38 1.087
42 H 5.237 1.799 3.277  C38 1.089
43 H 4.677 -0.188 1.983  C39 1.090
44 H 4.093 1.238 1.105  C39 1.088
45 Cl -3.708 3.455 -1.727  C46 1.790
46 C -4.383 5.111 -1.646  Cl45 1.790, C47 1.507, H49 1.087, H50 1.088
47 C -3.533 6.063 -2.447  C46 1.507, Cl48 1.784, H51 1.088, H52 1.087
48 Cl -1.932 6.285 -1.690  C47 1.784
49 H -4.429 5.401 -0.600  C46 1.087
50 H -5.393 5.067 -2.049  C46 1.088
51 H -4.005 7.042 -2.499  C47 1.088
52 H -3.371 5.690 -3.455  C47 1.087
53 Cl 5.838 -2.613 2.407  C54 1.781
54 C 4.332 -3.269 3.095  Cl53 1.781, C55 1.507, H57 1.089, H58 1.089
55 C 3.847 -4.489 2.356  C54 1.507, Cl56 1.796, H59 1.088, H60 1.086
56 Cl 3.336 -4.062 0.687  C55 1.796
57 H 3.585 -2.478 3.067  C54 1.089
58 H 4.530 -3.535 4.132  C54 1.089
59 H 2.977 -4.900 2.865  C55 1.088
60 H 4.608 -5.258 2.267  C55 1.086
61 Cl -5.228 -4.806 -1.815  C62 1.790
62 C -6.192 -5.422 -0.437  Cl61 1.790, C63 1.506, H65 1.087, H66 1.088
63 C -7.568 -4.811 -0.419  C62 1.506, Cl64 1.784, H67 1.088, H68 1.087
64 Cl -7.501 -3.066 -0.056  C63 1.784
65 H -5.646 -5.190 0.473  C62 1.087
66 H -6.257 -6.502 -0.550  C62 1.088
67 H -8.165 -5.283 0.359  C63 1.088
68 H -8.071 -4.932 -1.376  C63 1.087
69 Cl 5.457 -4.184 -7.867  C70 1.779
70 C 4.847 -2.918 -6.777  Cl69 1.779, C71 1.507, H73 1.087, H74 1.089
71 C 5.238 -3.168 -5.344  C70 1.507, Cl72 1.791, H75 1.089, H76 1.086
72 Cl 4.421 -4.612 -4.668  C71 1.791
73 H 3.767 -2.875 -6.891  C70 1.087
74 H 5.276 -1.972 -7.104  C70 1.089
75 H 4.947 -2.316 -4.730  C71 1.089
76 H 6.307 -3.329 -5.245  C71 1.086
77 Cl 2.996 3.549 -5.069  C78 1.781
78 C 1.913 2.304 -4.398  Cl77 1.781, C79 1.507, H81 1.087, H82 1.089
79 C 0.459 2.668 -4.554  C78 1.507, Cl80 1.784, H83 1.089, H84 1.087
80 Cl -0.002 4.060 -3.539  C79 1.784
81 H 2.170 2.170 -3.350  C78 1.087
82 H 2.113 1.378 -4.933  C78 1.089
83 H -0.155 1.827 -4.233  C79 1.089
84 H 0.217 2.917 -5.583  C79 1.087
85 Cl 0.223 2.996 7.068  C86 1.778
86 C -1.524 2.723 6.883  Cl85 1.778, C87 1.506, H89 1.087, H90 1.088
87 C -2.042 3.217 5.558  C86 1.506, Cl88 1.788, H91 1.089, H92 1.088
88 Cl -2.032 5.000 5.435  C87 1.788
89 H -2.030 3.207 7.714  C86 1.087
90 H -1.704 1.650 6.928  C86 1.088
91 H -3.078 2.905 5.435  C87 1.089
92 H -1.454 2.821 4.733  C87 1.088
93 Cl -1.264 -0.414 5.465  C94 1.782
94 C -0.596 -1.296 4.068  Cl93 1.782, C95 1.507, H97 1.088, H98 1.088
95 C -1.345 -2.575 3.792  C94 1.507, Cl96 1.782, H99 1.089, H100 1.087
96 Cl -1.075 -3.797 5.060  C95 1.782
97 H 0.458 -1.483 4.261  C94 1.088
98 H -0.674 -0.626 3.214  C94 1.088
99 H -0.999 -3.013 2.856  C95 1.089
100 H -2.415 -2.400 3.716  C95 1.087
101 Cl 1.475 5.474 3.228  C102 1.787
102 C 0.481 6.937 3.480  Cl101 1.787, C103 1.506, H105 1.087, H106 1.089
103 C 0.930 8.086 2.615  C102 1.506, Cl104 1.781, H107 1.089, H108 1.087
104 Cl 2.532 8.700 3.093  C103 1.781
105 H 0.536 7.187 4.536  C102 1.087
106 H -0.546 6.669 3.237  C102 1.089
107 H 0.225 8.909 2.716  C103 1.089
108 H 0.987 7.795 1.568  C103 1.087

Values from the calculation:
Gap between HOMO and LUMO   8.953 eV
Total charge   +1
Electronic energy   -13778.0477 a.u.
HOMO level   -12.02 eV
LUMO energy   -3.07 eV
Spin multiplicity   1

Results of the Löwdin charge analysis, in e, for atoms 1 through 99: number 1, C, carries -0.052; number 2, C, carries -0.502; number 3, O, carries 0.144; number 4, N, carries -0.312; number 5, C, carries -0.081; number 6, S, carries 1.067; number 7, C, carries -0.331; number 8, C, carries -0.881; number 9, O, carries 0.043; number 10, I, carries 1.012; number 11, C, carries -0.387; number 12, C, carries -0.773; number 13, C, carries -0.142; number 14, Br, carries 0.764; number 15, H, carries -0.010; number 16, H, carries 0.110; number 17, H, carries 0.018; number 18, H, carries 0.009; number 19, H, carries 0.087; number 20, H, carries 0.077; number 21, H, carries 0.088; number 22, H, carries 0.038; number 23, H, carries 0.109; number 24, H, carries 0.068; number 25, H, carries 0.038; number 26, H, carries 0.015; number 27, H, carries 0.073; number 28, H, carries 0.090; number 29, Cl, carries 0.590; number 30, C, carries -0.640; number 31, C, carries -0.618; number 32, Cl, carries 0.536; number 33, H, carries -0.020; number 34, H, carries 0.032; number 35, H, carries 0.057; number 36, H, carries 0.030; number 37, Cl, carries 0.553; number 38, C, carries -0.634; number 39, C, carries -0.613; number 40, Cl, carries 0.591; number 41, H, carries 0.074; number 42, H, carries 0.083; number 43, H, carries 0.023; number 44, H, carries 0.075; number 45, Cl, carries 0.572; number 46, C, carries -0.626; number 47, C, carries -0.642; number 48, Cl, carries 0.544; number 49, H, carries 0.071; number 50, H, carries 0.076; number 51, H, carries 0.077; number 52, H, carries 0.069; number 53, Cl, carries 0.581; number 54, C, carries -0.648; number 55, C, carries -0.594; number 56, Cl, carries 0.608; number 57, H, carries 0.033; number 58, H, carries 0.084; number 59, H, carries 0.080; number 60, H, carries 0.076; number 61, Cl, carries 0.566; number 62, C, carries -0.619; number 63, C, carries -0.648; number 64, Cl, carries 0.557; number 65, H, carries 0.071; number 66, H, carries 0.079; number 67, H, carries 0.079; number 68, H, carries 0.071; number 69, Cl, carries 0.556; number 70, C, carries -0.669; number 71, C, carries -0.641; number 72, Cl, carries 0.549; number 73, H, carries 0.064; number 74, H, carries 0.077; number 75, H, carries 0.063; number 76, H, carries 0.071; number 77, Cl, carries 0.560; number 78, C, carries -0.696; number 79, C, carries -0.656; number 80, Cl, carries 0.565; number 81, H, carries 0.033; number 82, H, carries 0.059; number 83, H, carries 0.046; number 84, H, carries 0.071; number 85, Cl, carries 0.548; number 86, C, carries -0.687; number 87, C, carries -0.668; number 88, Cl, carries 0.550; number 89, H, carries 0.071; number 90, H, carries 0.003; number 91, H, carries 0.075; number 92, H, carries 0.037; number 93, Cl, carries 0.620; number 94, C, carries -0.670; number 95, C, carries -0.672; number 96, Cl, carries 0.560; number 97, H, carries 0.057; number 98, H, carries -0.005; number 99, H, carries 0.034